{
  "formula": "C23H21N3O4",
  "method": "ωB97M-V/def2-TZVPD",
  "total_charge": 0,
  "relative_energy_kcal_mol": 66.2,
  "energy_ha": -1354.25345,
  "smiles": "O=C(Cc1ccccc1)NC(NC(=O)Cc1ccccc1)c1cccc([N+](=O)[O-])c1",
  "e_homo_ev": -9.36,
  "species": ["O", "C", "C", "C", "C", "C", "C", "C", "C", "N", "C", "N", "C", "O", "C", "C", "C", "C", "C", "C", "C", "C", "C", "C", "C", "C", "N", "O", "O", "C", "H", "H", "H", "H", "H", "H", "H", "H", "H", "H", "H", "H", "H", "H", "H", "H", "H", "H", "H", "H", "H"],
  "positions_angstrom": [[-1.836, -2.117, 2.747], [-2.131, -1.975, 1.586], [-3.497, -2.328, 1.009], [-3.929, -1.361, -0.055], [-3.950, -1.726, -1.396], [-4.308, -0.808, -2.369], [-4.638, 0.489, -2.013], [-4.620, 0.864, -0.680], [-4.268, -0.056, 0.291], [-1.262, -1.489, 0.658], [0.081, -1.100, 0.988], [1.013, -1.611, 0.005], [2.150, -2.277, 0.350], [2.353, -2.715, 1.455], [3.164, -2.333, -0.788], [3.739, -0.943, -0.867], [3.272, -0.023, -1.796], [3.739, 1.280, -1.792], [4.676, 1.679, -0.855], [5.151, 0.766, 0.073], [4.683, -0.535, 0.069], [0.269, 0.404, 1.091], [1.529, 0.890, 1.437], [1.778, 2.250, 1.492], [0.767, 3.150, 1.210], [-0.490, 2.663, 0.878], [-1.553, 3.595, 0.588], [-1.291, 4.777, 0.624], [-2.645, 3.140, 0.320], [-0.749, 1.299, 0.812], [-4.206, -2.342, 1.839], [-3.431, -3.341, 0.605], [-3.693, -2.737, -1.680], [-4.327, -1.107, -3.407], [-4.913, 1.205, -2.773], [-4.861, 1.875, -0.396], [-4.254, 0.235, 1.332], [-1.580, -1.356, -0.290], [0.326, -1.576, 1.949], [0.976, -1.179, -0.906], [3.933, -3.061, -0.532], [2.682, -2.618, -1.723], [2.549, -0.326, -2.542], [3.370, 1.985, -2.523], [5.039, 2.695, -0.851], [5.886, 1.070, 0.804], [5.042, -1.244, 0.800], [2.319, 0.190, 1.666], [2.760, 2.606, 1.757], [0.929, 4.217, 1.246], [-1.744, 0.966, 0.553]],
  "lowdin_charge": [0.088, -0.475, -0.050, -0.258, -0.057, -0.083, -0.082, -0.080, -0.046, 0.120, -0.245, 0.128, -0.493, 0.090, -0.051, -0.241, -0.054, -0.079, -0.095, -0.080, -0.040, -0.114, 0.001, -0.045, 0.010, -0.137, -0.356, 0.086, 0.073, 0.072, 0.131, 0.128, 0.112, 0.102, 0.103, 0.100, 0.127, 0.138, 0.164, 0.137, 0.128, 0.122, 0.111, 0.105, 0.103, 0.105, 0.122, 0.118, 0.110, 0.119, 0.106]
}

{
  "formula": "C5H5N3O2",
  "method": "ωB97M-V/def2-TZVPD",
  "total_charge": 0,
  "relative_energy_kcal_mol": 1.1,
  "energy_ha": -508.27232,
  "smiles": "NC(=O)C(=O)c1cn[nH]c1",
  "e_homo_ev": -8.88,
  "species": ["N", "C", "O", "C", "O", "C", "C", "N", "N", "C", "H", "H", "H", "H", "H"],
  "positions_angstrom": [[0.563, -2.665, -1.563], [0.620, -1.344, -1.521], [1.107, -0.546, -2.272], [-0.242, -0.840, 0.034], [-0.779, -1.758, 0.610], [-0.209, 0.530, 0.451], [0.434, 1.665, -0.102], [0.203, 2.728, 0.630], [-0.573, 2.324, 1.644], [-0.848, 1.019, 1.589], [0.061, -3.137, -0.825], [0.945, -3.186, -2.336], [1.034, 1.716, -0.986], [-0.865, 2.993, 2.341], [-1.450, 0.500, 2.306]],
  "lowdin_charge": [0.159, -0.427, 0.054, -0.214, 0.058, -0.163, -0.089, 0.040, -0.010, -0.019, 0.095, 0.119, 0.109, 0.159, 0.131]
}

{
  "formula": "C42H73BBrN3O2SSiV",
  "method": "ωB97M-V/def2-TZVPD",
  "spin_multiplicity": 2,
  "total_charge": 2,
  "relative_energy_kcal_mol": 0.0,
  "energy_ha": -6189.00022,
  "e_homo_ev": [-12.44, -12.48],
  "species": ["V", "O", "N", "C", "C", "C", "C", "C", "C", "C", "C", "C", "C", "C", "C", "N", "B", "N", "C", "C", "C", "C", "C", "C", "C", "C", "C", "C", "C", "C", "C", "C", "H", "H", "H", "H", "H", "H", "H", "H", "H", "H", "H", "H", "H", "H", "H", "H", "H", "H", "H", "H", "H", "H", "H", "H", "H", "H", "H", "H", "H", "H", "H", "H", "H", "H", "H", "H", "C", "C", "C", "C", "Si", "Br", "C", "C", "C", "C", "C", "C", "C", "C", "H", "H", "H", "H", "H", "H", "H", "H", "H", "H", "H", "H", "H", "H", "H", "H", "H", "H", "H", "H", "H", "H", "H", "H", "H", "H", "H", "C", "C", "S", "O", "C", "C", "H", "H", "H", "H", "H", "H", "H", "H", "H", "H"],
  "positions_angstrom": [[-0.428, 0.465, -0.049], [2.382, 0.306, -0.689], [1.281, 0.371, -0.394], [-1.648, 4.415, 3.126], [-1.748, 3.059, 3.827], [-2.062, 3.251, 5.314], [-2.778, 2.142, 3.193], [-4.091, 2.583, 3.046], [-5.076, 1.744, 2.548], [-4.767, 0.435, 2.214], [-3.473, -0.056, 2.363], [-3.171, -1.526, 2.138], [-3.242, -2.286, 3.467], [-4.091, -2.182, 1.111], [-2.485, 0.822, 2.830], [-1.144, 0.351, 2.999], [-0.089, 0.254, 2.029], [1.080, -0.042, 2.803], [0.719, -0.118, 4.135], [-0.608, 0.117, 4.255], [2.455, 0.040, 2.401], [3.021, 1.318, 2.306], [4.331, 1.427, 1.851], [5.061, 0.299, 1.520], [4.492, -0.955, 1.662], [3.183, -1.118, 2.108], [2.688, -2.543, 2.298], [1.327, -2.874, 1.686], [2.736, -2.957, 3.772], [2.259, 2.575, 2.697], [3.031, 3.397, 3.731], [1.922, 3.432, 1.473], [-0.919, 5.047, 3.635], [-2.602, 4.946, 3.135], [-1.321, 4.305, 2.090], [-0.770, 2.580, 3.751], [-3.002, 3.790, 5.445], [-1.273, 3.828, 5.797], [-2.152, 2.295, 5.831], [-4.355, 3.588, 3.352], [-6.094, 2.100, 2.454], [-5.553, -0.218, 1.859], [-2.147, -1.610, 1.767], [-4.248, -2.229, 3.887], [-2.545, -1.879, 4.200], [-2.994, -3.339, 3.317], [-5.097, -2.333, 1.506], [-3.690, -3.165, 0.858], [-4.164, -1.600, 0.190], [1.440, -0.304, 4.913], [-1.209, 0.151, 5.150], [4.789, 2.404, 1.763], [6.080, 0.396, 1.167], [5.075, -1.836, 1.424], [3.420, -3.165, 1.774], [0.499, -2.465, 2.268], [1.207, -3.958, 1.661], [1.248, -2.501, 0.662], [1.974, -2.435, 4.352], [3.711, -2.742, 4.209], [2.547, -4.027, 3.869], [1.316, 2.280, 3.160], [3.974, 3.767, 3.327], [3.256, 2.801, 4.616], [2.443, 4.262, 4.042], [2.826, 3.763, 0.959], [1.362, 4.319, 1.776], [1.309, 2.875, 0.757], [-3.214, -4.481, -4.710], [-2.076, -5.029, -3.842], [-0.862, -4.094, -3.987], [-1.681, -6.443, -4.359], [-2.530, -5.417, -2.063], [-1.231, -1.536, -0.990], [-4.343, -5.657, -1.614], [-4.636, -5.967, -0.141], [-4.793, -6.876, -2.459], [-5.163, -4.411, -2.007], [-1.196, -5.917, -0.840], [-1.327, -7.461, -0.767], [0.233, -5.563, -1.260], [-1.452, -5.308, 0.550], [-2.844, -4.400, -5.734], [-3.527, -3.486, -4.393], [-4.085, -5.133, -4.735], [-0.728, -3.888, -5.051], [0.058, -4.550, -3.630], [-0.982, -3.138, -3.478], [-1.370, -6.339, -5.402], [-2.510, -7.153, -4.338], [-0.837, -6.872, -3.815], [-4.092, -6.833, 0.232], [-5.701, -6.195, -0.057], [-4.435, -5.117, 0.509], [-4.268, -7.792, -2.181], [-4.678, -6.720, -3.531], [-5.856, -7.041, -2.268], [-4.771, -3.491, -1.564], [-6.179, -4.542, -1.628], [-5.232, -4.277, -3.084], [-1.116, -7.948, -1.721], [-2.305, -7.791, -0.416], [-0.586, -7.823, -0.049], [0.517, -6.011, -2.212], [0.915, -5.958, -0.503], [0.386, -4.484, -1.315], [-2.400, -5.618, 0.982], [-1.407, -4.218, 0.537], [-0.660, -5.658, 1.216], [-2.018, 2.965, -3.360], [-1.277, 3.853, -2.381], [-1.573, 3.592, -0.631], [-1.190, 2.108, -0.405], [-3.374, 3.589, -0.436], [-4.085, 2.290, -0.775], [-1.620, 3.150, -4.358], [-3.081, 3.194, -3.385], [-1.884, 1.907, -3.134], [-1.491, 4.915, -2.525], [-0.192, 3.733, -2.448], [-3.712, 4.446, -1.024], [-3.502, 3.827, 0.622], [-4.204, 2.134, -1.844], [-5.071, 2.318, -0.316], [-3.568, 1.433, -0.343]],
  "lowdin_charge": [0.480, 0.157, -0.137, -0.051, -0.359, -0.037, -0.122, -0.035, -0.061, -0.030, -0.127, -0.381, -0.028, -0.102, -0.114, 0.036, -0.460, 0.042, -0.033, -0.040, -0.130, -0.133, -0.025, -0.048, -0.024, -0.134, -0.350, -0.064, -0.041, -0.359, -0.043, -0.041, 0.089, 0.080, 0.039, 0.109, 0.088, 0.089, 0.078, 0.120, 0.117, 0.114, 0.071, 0.095, 0.071, 0.082, 0.089, 0.041, 0.061, 0.140, 0.136, 0.118, 0.115, 0.120, 0.129, 0.071, 0.072, 0.051, 0.062, 0.091, 0.085, 0.106, 0.080, 0.091, 0.082, 0.091, 0.080, 0.042, -0.081, -0.602, -0.081, -0.061, 1.130, 0.338, -0.600, -0.081, -0.064, -0.065, -0.604, -0.058, -0.082, -0.079, 0.099, 0.090, 0.070, 0.099, 0.066, 0.032, 0.110, 0.085, 0.073, 0.076, 0.102, 0.061, 0.091, 0.066, 0.107, 0.074, 0.102, 0.065, 0.085, 0.073, 0.108, 0.074, 0.099, 0.070, 0.062, 0.047, 0.096, -0.101, -0.361, 1.073, -0.642, -0.326, -0.095, 0.094, 0.075, 0.079, 0.108, 0.101, 0.111, 0.071, 0.071, 0.088, 0.060]
}